[1]
Entry from the OMol25 dataset: 5 unconnected molecules or ions with the total composition C18H43BrN2O9P2S4 (wB97M-V/def2-TZVPD).

Each line ends with the Löwdin charge.
Cartesian coordinates (Å):
N 2.529 -1.488 0.075  -0.006
C 3.033 -0.332 0.801  -0.479
P 4.714 0.235 0.264  0.665
C 5.750 -0.901 1.439  -0.445
N 6.780 -0.199 2.184  -0.074
P 3.633 1.681 -1.209  0.334
O 3.911 0.981 -2.673  -0.466
Br 5.166 3.302 -1.359  0.187
H 2.037 -1.207 -0.760  0.046
H 3.213 -2.190 -0.170  0.043
H 3.066 -0.521 1.875  0.081
H 2.334 0.488 0.651  0.008
H 5.260 1.381 0.935  -0.024
H 5.300 -0.414 -0.876  0.008
H 5.113 -1.444 2.139  0.061
H 6.239 -1.649 0.815  0.065
H 6.455 0.673 2.578  0.039
H 7.607 -0.028 1.634  0.054
H 3.267 0.287 -2.827  0.026
O 0.180 2.205 -0.408  -0.341
S 0.746 3.170 0.502  0.604
O 1.804 2.785 1.406  -0.357
C 1.198 4.648 -0.398  -0.236
C -0.068 5.498 -0.375  -0.214
C -0.622 5.394 1.054  -0.202
C -0.599 3.911 1.445  -0.224
H 1.534 4.354 -1.390  0.096
H 2.016 5.119 0.146  0.110
H 0.144 6.528 -0.654  0.114
H -0.794 5.100 -1.087  0.118
H 0.014 5.965 1.733  0.115
H -1.630 5.799 1.129  0.114
H -0.400 3.748 2.501  0.104
H -1.511 3.394 1.155  0.063
O 1.718 -2.860 -2.562  -0.335
S 1.934 -4.127 -1.898  0.665
O 3.147 -4.322 -1.141  -0.329
C 0.492 -4.507 -0.913  -0.228
C -0.416 -5.266 -1.871  -0.209
C 0.495 -6.243 -2.632  -0.211
C 1.725 -5.455 -3.098  -0.217
H 0.085 -3.569 -0.543  0.070
H 0.812 -5.124 -0.075  0.117
H -1.209 -5.779 -1.331  0.119
H -0.884 -4.570 -2.571  0.121
H 0.804 -7.049 -1.964  0.116
H -0.016 -6.697 -3.479  0.112
H 2.638 -6.042 -3.115  0.101
H 1.568 -4.986 -4.067  0.103
O -2.170 -2.460 0.465  -0.331
S -1.264 -2.261 1.574  0.661
O -0.409 -3.344 1.991  -0.325
C -0.314 -0.775 1.283  -0.228
C -1.152 0.328 1.925  -0.210
C -1.650 -0.231 3.263  -0.196
C -2.192 -1.639 2.986  -0.210
H -0.165 -0.660 0.213  0.101
H 0.648 -0.906 1.772  0.088
H -0.568 1.238 2.050  0.086
H -2.014 0.556 1.301  0.088
H -0.824 -0.282 3.974  0.118
H -2.423 0.401 3.697  0.115
H -2.043 -2.328 3.812  0.100
H -3.241 -1.620 2.695  0.099
O -4.487 0.695 1.161  -0.316
S -4.470 1.785 0.217  0.665
O -3.614 2.920 0.446  -0.326
C -4.192 1.120 -1.420  -0.217
C -5.595 0.822 -1.940  -0.214
C -6.461 2.027 -1.539  -0.210
C -6.161 2.336 -0.065  -0.213
H -3.548 0.247 -1.335  0.111
H -3.701 1.898 -2.005  0.112
H -5.591 0.665 -3.017  0.116
H -5.977 -0.086 -1.470  0.121
H -6.199 2.887 -2.157  0.116
H -7.521 1.829 -1.684  0.113
H -6.215 3.394 0.173  0.101
H -6.797 1.769 0.611  0.104

Cartesian forces (eV/Å) of the 2 atoms listed first:
-0.1513 0.1062 0.0488
-0.1064 -0.2088 0.0911

Kohn-Sham gap (Eh): 0.2526
SMILES: NC[PH2](CN)P(O)Br.O=S1(=O)CCCC1.O=S1(=O)CCCC1.O=S1(=O)CCCC1.O=S1(=O)CCCC1
Total charge: 0


[2]
Entry from the OMol25 dataset: a molecular structure, C18H43CsN3NbOSi2 at a distorted geometry (wB97M-V/def2-TZVPD).

Each line ends with the Löwdin charge.
Cartesian coordinates (Å):
N 1.792 -0.462 0.157  -0.067
C 2.823 -0.810 0.725  -0.387
O 3.881 -1.146 1.129  0.201
Cs 0.515 0.829 -3.444  1.299
Nb -0.194 -0.221 0.197  1.740
N -1.051 -1.483 -1.176  -0.244
N 0.060 1.480 -0.924  -0.495
C -0.577 -2.882 -0.951  -0.658
C 0.916 2.735 -0.889  -0.648
C 0.660 -3.144 -1.819  -0.031
C -1.655 -3.924 -1.277  -0.034
C -0.229 -3.004 0.517  -0.097
C 0.383 3.768 -1.911  -0.064
C 0.870 3.326 0.526  -0.028
C 2.367 2.349 -1.255  -0.087
H 0.427 -3.032 -2.889  0.088
H 1.008 -4.175 -1.647  0.110
H 1.487 -2.463 -1.569  0.067
H -2.610 -3.676 -0.797  0.102
H -1.332 -4.900 -0.883  0.110
H -1.802 -4.050 -2.357  0.097
H 0.464 -2.164 0.838  0.003
H 0.344 -3.924 0.702  0.123
H -1.143 -3.029 1.133  0.108
H 0.737 3.592 -2.945  0.046
H 0.783 4.752 -1.613  0.116
H -0.711 3.864 -1.924  0.088
H -0.094 3.815 0.754  0.095
H 1.652 4.098 0.617  0.109
H 1.075 2.564 1.295  0.064
H 2.648 1.349 -0.883  0.054
H 3.046 3.072 -0.771  0.107
H 2.577 2.430 -2.342  0.050
C -1.402 1.672 -0.986  -0.248
H -1.937 0.827 -0.459  0.051
H -1.698 2.609 -0.497  0.083
H -1.804 1.679 -2.022  0.067
C -1.918 -1.314 -2.367  -0.153
H -2.778 -2.002 -2.305  0.094
H -2.359 -0.306 -2.436  0.058
H -1.375 -1.551 -3.309  0.067
C -0.453 2.341 3.909  -0.163
Si -1.583 1.119 3.028  0.413
C -2.818 0.406 4.258  -0.162
C -2.697 2.157 1.927  -0.184
C -0.629 -0.353 2.310  -0.493
Si 0.651 -1.044 3.567  0.439
C -0.159 -1.338 5.252  -0.174
C 1.356 -2.754 3.224  -0.172
C 2.120 0.092 3.808  -0.168
H -1.054 3.232 4.150  0.056
H 0.395 2.673 3.299  0.009
H -0.059 1.942 4.852  0.040
H -3.559 1.190 4.478  0.048
H -3.352 -0.446 3.811  0.049
H -2.376 0.075 5.205  0.024
H -2.197 3.033 1.498  0.020
H -3.187 1.595 1.126  0.025
H -3.503 2.526 2.584  0.058
H -1.399 -1.150 2.214  0.019
H -1.122 -1.857 5.161  0.044
H 0.512 -1.992 5.828  0.049
H -0.317 -0.421 5.830  0.033
H 2.179 -2.752 2.497  0.029
H 1.764 -3.115 4.182  0.060
H 0.596 -3.479 2.907  0.031
H 3.054 -0.454 3.589  0.040
H 2.094 0.996 3.185  0.020
H 2.156 0.402 4.865  0.057

Cartesian forces (eV/Å) of the 2 atoms listed first:
-0.1928 -0.3382 0.9859
1.9633 -0.5740 -0.2236

Kohn-Sham gap (spin up / spin down) (Eh): 0.2676 / 0.2676
Total charge: +2


[3]
Entry from the OMol25 dataset: a molecular structure, C18H43F6NO6S2Si2Sn at a distorted geometry (wB97M-V/def2-TZVPD).

Each line ends with the Löwdin charge.
Cartesian coordinates (Å):
O -0.471 -1.932 -3.100  -0.310
O 0.841 1.873 -6.912  -0.173
C 0.091 -3.008 -3.788  -0.293
C -0.919 -4.106 -3.573  -0.064
H 1.046 -3.323 -3.349  0.120
H 0.353 -2.887 -4.868  0.132
H -1.040 -4.302 -2.492  0.093
H -0.628 -5.031 -4.086  0.085
H -1.876 -3.790 -3.975  0.071
C -1.202 -0.981 -3.871  -0.273
C -1.427 -1.265 -5.323  -0.059
H -0.804 0.037 -3.782  0.099
H -2.150 -0.948 -3.294  0.118
H -0.530 -1.082 -5.917  0.084
H -2.202 -0.616 -5.734  0.095
H -1.687 -2.295 -5.412  0.058
C 0.409 2.678 -5.805  -0.285
C 2.158 1.357 -6.719  -0.296
C -1.034 3.130 -5.969  -0.074
H 1.052 3.585 -5.712  0.125
H 0.467 2.077 -4.888  0.099
H -1.233 3.451 -6.994  0.079
H -1.222 3.971 -5.291  0.079
H -1.734 2.327 -5.702  0.064
C 2.722 0.688 -7.965  -0.078
H 2.078 0.609 -5.915  0.104
H 2.827 2.183 -6.405  0.121
H 2.118 -0.182 -8.275  0.077
H 3.735 0.328 -7.713  0.079
H 2.819 1.411 -8.792  0.080
H 1.126 -0.800 -2.606  -0.094
Sn -0.178 -0.491 -0.789  1.443
C 2.127 -0.649 -2.257  -0.307
Si 3.215 0.484 -1.293  0.426
H 2.560 -1.611 -2.107  0.038
H 2.368 -0.108 -3.177  0.045
C 4.830 -0.186 -2.072  -0.178
C 3.445 0.277 0.535  -0.184
C 2.824 2.309 -1.397  -0.161
C -2.054 -1.321 -0.034  -0.424
Si -3.507 -0.088 -0.171  0.399
H -1.962 -1.604 1.035  -0.019
H -2.249 -2.243 -0.618  -0.002
C -4.766 -0.686 -1.428  -0.192
C -2.962 1.608 -0.738  -0.194
C -4.300 0.212 1.485  -0.180
H 2.334 2.593 -2.342  0.027
H 3.765 2.891 -1.327  0.047
H 2.186 2.591 -0.545  0.014
H 4.789 -1.289 -2.091  0.036
H 5.703 0.117 -1.487  0.025
H 4.981 0.177 -3.098  0.029
H 3.174 -0.712 0.908  0.016
H 2.889 1.033 1.096  0.012
H 4.506 0.433 0.765  0.046
H -3.021 1.730 -1.823  0.028
H -1.947 1.868 -0.433  -0.020
H -3.632 2.353 -0.287  0.044
H -5.077 0.985 1.420  0.038
H -3.564 0.584 2.207  0.014
H -4.779 -0.683 1.891  0.035
H -5.730 -0.179 -1.284  0.032
H -4.968 -1.759 -1.343  0.029
H -4.463 -0.473 -2.462  0.016
F 1.609 -2.788 3.777  0.137
C 1.601 -1.439 3.804  -0.623
F 1.248 -0.995 5.023  0.150
F 2.839 -1.006 3.470  0.129
S 0.425 -0.831 2.529  0.646
O 0.968 -1.241 1.208  -0.434
O -0.912 -1.290 2.782  -0.271
N 0.632 0.724 2.800  -0.291
S -0.304 1.784 2.061  0.667
O -0.120 1.633 0.591  -0.470
O -1.631 1.972 2.600  -0.249
C 0.736 3.282 2.468  -0.606
F 0.715 3.525 3.789  0.137
F 2.033 3.075 2.099  0.106
F 0.276 4.376 1.818  0.130

Cartesian forces (eV/Å) of the 2 atoms listed first:
0.9467 1.2974 -0.5047
-0.0656 0.3820 0.0403

Kohn-Sham gap (Eh): 0.2734
Total charge: 0


- Which value of total charge does entry 2 give?
  +2